Version P
The following is a quantum chemistry calculation of one molecule with the formula C5H13NO2, from OMol25.

Results
* lowest unoccupied orbital energy: 0.83 eV
* charge: 0
* SMILES string: CCO[C@H](CN)CO

Atoms and positions in Å:
C 1.706 1.408 -0.790
C 0.564 1.838 0.083
C -0.298 -0.346 0.463
C -0.263 -1.630 -0.454
C -1.255 -0.276 1.466
H 1.964 0.315 -0.939
H 2.753 1.936 -0.623
H 0.932 1.783 -1.774
H -0.116 2.653 -0.141
H 0.434 1.912 1.231
H 0.813 -0.436 0.744
H -0.377 -2.586 0.224
H -1.261 -1.770 -1.090
H 1.055 -2.701 -1.585
H 1.018 -1.217 -1.968
H -1.048 0.690 2.038
H -1.348 -0.999 2.479
H -3.102 0.645 0.782
N 0.951 -1.849 -1.129
O -0.568 0.867 -0.230
O -2.555 -0.238 1.212



Version Q
The following is a quantum chemistry calculation of C5H13NO2 as an isolated structure, from OMol25.

Results
* lowest unoccupied orbital energy: 0.87 eV
* charge: 0

Atoms and positions in Å:
C 1.551 2.149 0.232
C -0.711 -0.568 0.190
C 0.230 -0.207 -0.965
C -2.138 -0.739 -0.331
C -0.247 -1.833 0.913
N 1.503 0.338 -0.492
O 1.762 1.770 1.413
O 0.359 2.679 -0.150
H 1.801 0.169 0.559
H -0.265 2.554 0.582
H 2.243 0.233 -1.178
H 2.345 2.545 -0.414
H -0.691 0.259 0.906
H 0.391 -1.096 -1.589
H -0.233 0.565 -1.587
H -2.818 -0.976 0.487
H -2.492 0.173 -0.812
H -2.185 -1.550 -1.059
H -0.256 -2.688 0.235
H -0.909 -2.059 1.748
H 0.761 -1.719 1.311



How do the structures above rank in stability at the extremes? version Q comes first and version P comes last.